{"formula": "C2H15N2O4", "method": "ωB97M-V/def2-TZVPD", "species": ["O", "O", "O", "O", "N", "N", "C", "C", "H", "H", "H", "H", "H", "H", "H", "H", "H", "H", "H", "H", "H", "H", "H"], "coordinates": [[-3.244, -0.223, 1.802], [1.107, 1.787, -0.263], [-0.451, 0.514, 1.136], [1.515, 0.349, -2.224], [-1.948, 0.335, -1.449], [3.662, -0.414, 1.907], [-1.899, -1.056, -1.491], [-0.725, -1.634, -1.059], [-0.106, 0.148, 2.008], [-2.311, 0.078, 1.673], [2.775, -0.121, 2.340], [0.021, -1.078, -0.467], [-1.441, 0.986, -0.811], [0.510, 1.447, 0.392], [-3.621, -0.082, 2.722], [-2.867, 0.660, -1.686], [1.719, 0.942, -2.948], [1.338, 0.971, -1.469], [4.016, -1.292, 2.255], [3.458, -0.432, 0.884], [1.833, 2.317, -0.028], [-2.821, -1.516, -2.029], [-0.519, -2.684, -1.193]], "largest_force_ev_per_a": 5.7, "mol_weight_da": 131.15, "e_lumo_ev": -9.77, "e_tot_ev": -13473.8621, "total_charge": 1, "relative_energy_kj_mol": 832.1, "orbital_gap_ev": 2.8}